DFT (the ωB97M-V functional and the def2-TZVPD basis) results for 2 unconnected molecules or ions with the total composition C14H16.

Last columns: bonded neighbours and bond lengths (Å).
Atoms and positions in Å:
1 C 1.813 1.196 2.333  C8 1.383, C14 1.414, H24 1.077
2 C -1.448 -2.333 -1.156  C6 1.405, C7 1.369, H17 1.079
3 C -0.683 -0.464 -3.081  C4 1.413, C5 1.365, H27 1.086
4 C -1.946 -1.084 -3.217  C3 1.413, C7 1.420, H22 1.079
5 C 0.249 -0.833 -2.153  C3 1.365, C6 1.454, H30 1.077
6 C -0.132 -1.840 -1.176  C2 1.405, C5 1.454, C12 1.470
7 C -2.297 -1.975 -2.169  C2 1.369, C4 1.420, H28 1.085
8 C 2.101 2.443 1.807  C1 1.383, C13 1.385, H16 1.091
9 C 0.035 -0.364 3.002  C14 1.509, H21 1.087, H23 1.090, H25 1.105
10 C -0.425 1.535 1.395  C11 1.396, C14 1.382, H26 1.087
11 C -0.055 2.740 0.797  C10 1.396, C13 1.396, H20 1.080
12 C 0.940 -2.354 -0.311  C6 1.470, H15 1.083, H18 1.101, H19 1.106
13 C 1.208 3.243 1.115  C8 1.385, C11 1.396, H29 1.081
14 C 0.472 0.794 2.139  C1 1.414, C9 1.509, C10 1.382
15 H 1.763 -1.829 0.158  C12 1.083
16 H 3.140 2.764 1.895  C8 1.091
17 H -1.775 -2.928 -0.317  C2 1.079
18 H 1.281 -3.316 -0.725  C12 1.101
19 H 0.396 -2.604 0.619  C12 1.106
20 H -0.708 3.403 0.247  C11 1.080
21 H 0.613 -0.590 3.894  C9 1.087
22 H -2.612 -0.988 -4.059  C4 1.079
23 H -1.016 -0.289 3.283  C9 1.090
24 H 2.493 0.533 2.841  C1 1.077
25 H 0.132 -1.293 2.412  C9 1.105
26 H -1.441 1.150 1.409  C10 1.087
27 H -0.329 0.116 -3.929  C3 1.086
28 H -3.261 -2.466 -2.256  C7 1.085
29 H 1.575 4.223 0.845  C13 1.081
30 H 1.176 -0.292 -2.069  C5 1.077

Computed properties:
- Gap between HOMO and LUMO (spin up / spin down): 7.28 / 3.36 eV
- 2S+1: 2
- Charge: +1
- Relative energy (zero: lowest compared OMol25 entry of this formula, charge and spin): 24.0 kcal/mol
- E: -542.71539 a.u.